Entry 1:
Entry from the Open Molecules 2025 dataset: the molecule C6H7N (ωB97M-V with the def2-TZVPD basis set).

Computed properties:
HOMO = -0.31606 Ha
SMILES = C[C@@]12[C@@H]3[C@H]4[C@@H]3N1[C@H]42
Charge = 0
E_LUMO = 1.210 eV
Relative energy (zero: lowest compared OMol25 entry of this formula, charge and spin) = 114.86 kcal/mol
Kohn-Sham gap = 0.361 hartree

Geometry as XYZ:
```
14
Properties=species:S:1:pos:R:3:forces:R:3:mulliken_charge:R:1
C -1.7835 -0.4601 0.8030 0.069 0.001 0.022 -1.235
C -0.4476 -0.1645 0.2062 -0.416 -0.044 0.217 0.769
C 0.0813 0.9873 -0.6906 -0.225 0.296 -0.013 -0.449
C 1.2073 0.0744 -1.1592 0.305 0.004 -0.189 -0.523
C 1.3597 0.8965 0.0833 0.394 0.536 0.240 -0.225
N 0.8172 -0.1712 0.9835 0.204 0.037 0.207 -0.666
C 0.6755 -1.0355 -0.2252 0.197 -0.586 0.131 -0.255
H -2.5464 -0.6033 0.0283 0.167 0.041 0.114 0.297
H -2.0963 0.3566 1.4627 0.007 -0.103 -0.098 0.264
H -1.7191 -1.3778 1.3968 -0.011 0.144 -0.058 0.323
H -0.3722 1.8674 -1.1344 0.043 -0.350 -0.129 0.433
H 1.7328 0.1098 -2.1086 -0.045 -0.128 0.310 0.425
H 2.1331 1.5877 0.3915 -0.225 0.188 -0.139 0.412
H 0.9581 -2.0673 -0.0374 -0.465 -0.035 -0.614 0.431
```
Positions in Å, forces in eV/Å.

=====

Entry 2:
Entry from the Open Molecules 2025 dataset: a cluster of 2 separate species, C6H7N2O2 in total in a non-equilibrium geometry (ωB97M-V with the def2-TZVPD basis set).

Computed properties:
HOMO (spin up / spin down) = -0.41435 / -0.41435 Ha
Charge = +1
E_LUMO (spin up / spin down) = -6.792 / -7.892 eV
Relative energy (zero: lowest compared OMol25 entry of this formula, charge and spin) = 223.01 kcal/mol
Kohn-Sham gap (spin up / spin down) = 0.165 / 0.124 hartree

Geometry as XYZ:
```
17
Properties=species:S:1:pos:R:3:forces:R:3:mulliken_charge:R:1
C -2.3668 -2.2886 3.3771 -2.757 -1.820 -0.167 -0.472
C -3.0118 -1.7705 4.4504 2.523 -0.804 -0.430 -0.215
C -1.4073 -1.3619 2.9461 -0.010 1.338 0.413 0.822
C -1.4451 -0.3557 3.9442 1.446 2.198 -1.226 -0.237
C 0.7937 0.2166 1.1441 -1.080 -0.710 2.079 0.148
C 1.8166 0.8538 1.2717 -0.230 -0.233 -0.038 -0.137
N -0.0291 -0.7574 0.9713 -0.770 -0.995 -1.603 -0.238
N 3.5135 1.4646 -4.2505 0.645 0.069 -0.665 -0.597
O -2.3792 -0.6008 4.7962 -0.242 0.546 1.030 -0.209
O -0.9283 -1.3985 1.6912 0.891 0.277 0.016 -0.007
H -2.8014 -3.2348 3.0101 1.077 0.609 -0.398 0.362
H -3.4642 -2.3223 5.2341 -1.142 0.166 0.418 0.372
H 2.8428 0.7534 -4.0459 0.304 -0.941 -0.530 0.189
H 2.7744 1.2362 1.4213 0.904 0.781 -0.009 0.432
H 3.3472 2.1427 -3.5148 1.317 0.172 -0.468 0.190
H -0.9163 0.6351 4.0263 -0.608 -1.355 -0.083 0.378
H 4.4611 1.2036 -4.6750 -2.269 0.702 1.662 0.220
```
Positions in Å, forces in eV/Å.

=====

Entry 3:
Entry from the Open Molecules 2025 dataset: the molecule C6H7N3O in a non-equilibrium geometry (ωB97M-V with the def2-TZVPD basis set).

Computed properties:
HOMO = -0.34915 Ha
SMILES = CC(=O)Nc1ncccn1
Charge = 0
E_LUMO = 0.099 eV
Relative energy (zero: lowest compared OMol25 entry of this formula, charge and spin) = 46.60 kcal/mol
Kohn-Sham gap = 0.353 hartree

Geometry as XYZ:
```
17
Properties=species:S:1:pos:R:3:forces:R:3:mulliken_charge:R:1
C -2.2968 1.3426 0.3708 3.964 1.699 0.730 -0.875
C -2.2483 -0.1311 -0.0012 5.285 2.624 0.186 0.545
C 0.3463 -0.2599 -0.0111 -3.415 -3.729 -0.256 0.457
C 2.4339 -1.0092 0.2271 -4.844 4.946 -1.445 -0.150
C 2.8994 0.3669 0.0248 5.233 -4.322 0.462 -0.476
C 2.0215 1.2458 -0.2440 -7.142 5.703 -0.369 -0.196
H -1.6148 2.1268 -0.3971 -2.667 -2.594 1.965 0.213
H -3.3604 1.3772 0.4630 -0.641 1.566 0.102 0.361
H -1.6894 1.5774 1.4171 -1.836 -0.847 -2.507 0.216
H -1.0713 -1.8218 -0.3356 0.579 3.564 1.097 0.290
H 3.0165 -1.7764 0.2931 3.913 -4.322 0.668 0.628
H 4.0226 0.5943 -0.0826 -1.913 -0.471 0.551 0.285
H 2.1003 2.4099 -0.3505 0.548 -2.585 -0.115 0.339
N -0.9672 -0.7285 -0.0659 -2.194 -3.738 -0.825 -0.168
N 1.1413 -1.3250 0.1529 3.720 0.084 0.775 -0.584
N 0.5822 0.9296 -0.2426 4.516 4.559 -0.420 -0.342
O -3.2043 -0.7437 -0.2646 -3.106 -2.136 -0.600 -0.544
```
Positions in Å, forces in eV/Å.

=====

Entry 4:
Entry from the Open Molecules 2025 dataset: the molecule C6H7N3O in a non-equilibrium geometry (ωB97M-V with the def2-TZVPD basis set).

Computed properties:
HOMO = -0.33685 Ha
SMILES = NC(=O)Nc1ccccn1
Charge = 0
E_LUMO = 0.780 eV
Relative energy (zero: lowest compared OMol25 entry of this formula, charge and spin) = 38.02 kcal/mol
Kohn-Sham gap = 0.366 hartree

Geometry as XYZ:
```
17
Properties=species:S:1:pos:R:3:forces:R:3:mulliken_charge:R:1
C -0.5029 0.7420 2.3442 -1.897 3.037 2.989 -0.484
C -1.5960 1.4667 1.7582 0.382 0.611 1.766 -0.196
C -1.7254 1.3377 0.4102 -2.832 1.061 -2.241 -0.141
C 0.0417 -0.1660 0.2106 -4.151 2.300 -2.370 0.774
C 0.2089 -0.1238 1.5517 3.358 -1.317 2.484 -0.305
C 1.1509 -0.6235 -1.8853 0.522 1.437 -4.075 0.485
H -0.2815 1.1141 3.5280 -0.319 -1.915 -3.484 0.198
H -2.3312 2.1873 2.2586 1.568 -1.286 -0.247 0.290
H -2.6847 1.9451 -0.1627 2.992 -1.832 1.496 0.188
H 1.0766 -0.7288 1.9796 -1.213 0.890 -0.282 0.167
H 1.2581 -1.3585 -0.0444 4.885 -3.834 2.684 0.181
H 1.0519 -2.7012 -2.3911 2.011 3.674 -1.697 0.283
H 1.9217 -1.4590 -3.5412 0.680 0.031 -2.104 0.228
N -0.9615 0.5559 -0.3180 0.267 -0.197 -1.073 -0.411
N 0.6953 -1.0221 -0.6791 -3.806 1.922 0.418 -0.247
N 1.5123 -1.6952 -2.7015 -2.690 -3.122 4.739 -0.435
O 1.1660 0.5292 -2.3179 0.244 -1.459 0.997 -0.574
```
Positions in Å, forces in eV/Å.

=====

Entry 5:
Entry from the Open Molecules 2025 dataset: a cluster of 2 separate species, C6H7N3O in total in a non-equilibrium geometry (ωB97M-V with the def2-TZVPD basis set).

Computed properties:
HOMO = -0.33001 Ha
Charge = 0
E_LUMO = 0.100 eV
Relative energy (zero: lowest compared OMol25 entry of this formula, charge and spin) = 76.01 kcal/mol
Kohn-Sham gap = 0.334 hartree

Geometry as XYZ:
```
17
Properties=species:S:1:pos:R:3:forces:R:3:mulliken_charge:R:1
C -2.8383 -1.3278 -0.0263 -1.247 -0.470 0.079 0.442
C 2.8354 0.1537 -0.2150 -2.672 -0.146 1.122 -0.548
C 1.7374 0.5447 0.5013 0.792 -2.896 -1.745 -0.377
C 1.4259 -1.4068 -0.4074 -0.841 0.402 1.330 -0.016
C -0.4790 -0.4526 0.9601 -0.872 -1.974 -3.672 -0.683
C -1.7615 -0.8180 -0.7074 5.782 1.508 0.147 -0.175
N -3.7403 -1.7108 0.5600 -0.932 -0.426 0.733 -0.386
N 2.6124 -1.0529 -0.7415 0.842 -1.491 -1.734 -0.652
N 0.8299 -0.5124 0.4240 0.898 2.655 0.048 0.152
O -1.8935 0.3619 -1.4767 -1.164 -0.451 1.293 -0.516
H 3.6615 0.6929 -0.4506 2.385 1.389 -0.330 0.476
H 1.6463 1.3421 1.0974 -0.814 2.798 2.039 0.434
H 0.8441 -2.2330 -0.6508 -0.223 -1.702 -0.678 0.442
H -0.6375 -1.3428 1.5139 -0.776 -0.417 0.851 0.445
H -0.7497 0.4914 1.3500 -0.244 0.706 0.462 0.320
H -1.0001 -1.5592 -1.1998 -2.054 1.523 0.684 0.275
H -2.6054 0.9373 -1.0704 1.142 -1.010 -0.631 0.366
```
Positions in Å, forces in eV/Å.

=====

Entry 6:
Entry from the Open Molecules 2025 dataset: the ion C6H7N3O with charge +2 in a non-equilibrium geometry (ωB97M-V with the def2-TZVPD basis set).

Computed properties:
HOMO = -0.71191 Ha
Charge = +2
E_LUMO = -11.138 eV
Relative energy (zero: lowest compared OMol25 entry of this formula, charge and spin) = 0.00 kcal/mol
Kohn-Sham gap = 0.303 hartree

Geometry as XYZ:
```
17
Properties=species:S:1:pos:R:3:forces:R:3:mulliken_charge:R:1
C 2.2512 -1.0808 -0.0881 0.167 0.137 0.070 -0.299
C -0.7069 1.7706 0.0298 -0.677 0.315 0.148 -0.229
C 0.8581 -1.4397 -0.0973 -0.516 -0.333 -0.367 0.272
C 1.8393 1.1610 0.3263 -1.322 1.043 -0.105 -0.347
C -1.4651 -0.4385 -0.2600 -0.860 -0.923 -0.717 -0.201
C 0.4977 1.0430 0.0700 -0.136 -4.794 -0.446 0.502
N 2.6505 0.1276 0.1234 1.069 -0.728 0.028 -0.275
N -1.7443 1.0127 -0.1328 0.404 0.359 0.204 -0.005
N -0.0030 -0.4767 -0.1411 1.893 4.689 0.766 0.163
O -2.0343 -1.1536 0.7301 0.018 -0.037 0.383 -0.462
H 3.0094 -1.8327 -0.2946 -0.146 -0.066 0.077 0.406
H -0.7691 2.8504 0.1391 -0.140 -0.037 0.008 0.459
H 0.5361 -2.4774 -0.1534 -0.109 0.082 0.018 0.464
H 2.2974 2.0888 0.6681 -0.138 -0.008 -0.133 0.399
H -1.7540 -0.7452 -1.2868 0.145 0.119 0.401 0.487
H -2.7095 1.3508 -0.1142 0.166 -0.036 -0.096 0.258
H -2.7536 -1.7603 0.4815 0.180 0.218 -0.239 0.410
```
Positions in Å, forces in eV/Å.